# 1
This record from the OMol25 dataset describes a molecular structure, C43H35N2O6P2Tl at a distorted geometry. The level of theory is wB97M-V/def2-TZVPD.

```
89
Properties=species:S:1:pos:R:3:forces:R:3
C 0.5098 -1.7620 -3.5543 0.71 -0.34 1.33
C -0.4694 -2.3495 -2.7122 0.44 1.55 -0.06
C -1.8102 -2.2481 -3.0873 -0.41 -0.93 0.54
C -2.1299 -1.7077 -4.3214 -0.08 -0.04 -0.66
C -1.1398 -1.2136 -5.1848 -0.55 -0.28 -0.06
C 0.1888 -1.2301 -4.7808 -0.01 0.16 -0.52
P -0.0555 -2.7321 -1.0069 -0.13 -4.53 -1.65
C -1.3287 -3.7639 -0.2997 -1.35 -1.13 0.69
C -2.2488 -3.2710 0.6759 0.80 -0.73 -1.25
C -3.3223 -4.0653 1.0744 -0.09 0.54 0.45
C -3.4894 -5.3470 0.5700 -0.01 -0.92 -0.54
C -2.5768 -5.9081 -0.3495 0.86 2.36 0.52
C -1.4789 -5.1114 -0.7715 -1.12 0.70 0.77
Tl 0.5034 0.0257 0.2903 2.11 -1.49 -2.21
P 0.3537 2.6460 -1.0384 0.60 4.08 0.33
C -1.0414 2.3860 -2.1504 -0.07 -0.57 -0.48
C -0.9644 2.6700 -3.5329 0.96 0.17 0.34
C -2.0107 2.3747 -4.4024 0.24 0.25 0.14
C -3.1610 1.7834 -3.9142 0.08 -0.18 0.83
C -3.2476 1.5219 -2.5329 -1.04 -0.26 -0.05
C -2.2361 1.8460 -1.6416 0.37 -0.07 -0.27
C -0.1327 3.8303 0.2391 -0.96 1.85 -0.04
C 0.6015 3.9159 1.4361 0.46 -1.10 -0.34
C 0.2503 4.7697 2.4605 -0.89 1.21 0.51
C -0.8382 5.6781 2.2952 0.97 -1.57 -0.87
C -1.5239 5.6711 1.0685 -0.50 0.91 0.79
C -1.1824 4.7984 0.0532 0.78 -1.29 -0.40
C 1.9113 3.0597 -1.8364 -0.08 0.16 -0.62
C 3.0030 2.1722 -1.6622 -0.81 0.37 -1.05
C 4.1039 2.2467 -2.4898 0.34 0.34 -0.18
C 4.1986 3.3221 -3.3970 0.26 -0.93 0.51
C 3.1878 4.2526 -3.4944 -1.27 0.47 0.56
C 1.9961 4.1335 -2.7372 1.11 -0.66 0.06
C 1.5326 -3.5645 -0.9019 1.47 -0.31 -0.03
C 2.1099 -4.2419 -2.0105 -0.83 0.66 0.58
C 3.3942 -4.7482 -1.9330 0.61 -0.30 0.12
C 4.1517 -4.6053 -0.7600 -0.41 0.23 0.02
C 3.5933 -3.9580 0.3543 0.10 -0.36 -0.37
C 2.2974 -3.4657 0.2992 -0.88 0.35 -0.88
H 1.4752 3.2549 1.5746 -0.50 0.28 0.03
H 0.7917 4.7588 3.4209 -0.21 0.00 -0.70
H -1.1194 6.3321 3.1023 -0.09 0.13 0.05
H -2.3696 6.3829 0.9422 0.78 -0.64 -0.08
H -1.7162 4.8457 -0.9009 0.08 -0.12 0.37
H -0.0619 3.1690 -3.9131 -0.43 -0.47 0.04
H -1.9190 2.6151 -5.4568 0.03 0.02 0.15
H -3.9841 1.5393 -4.5869 0.20 0.02 0.29
H -4.1666 1.0583 -2.1371 0.52 0.35 -0.23
H -2.3556 1.6961 -0.5714 -0.09 -0.10 -0.10
H 2.9257 1.3376 -1.0110 -0.11 -0.57 0.62
H 4.8713 1.4534 -2.4373 -0.38 0.76 -0.01
H 5.0875 3.3908 -4.0082 -0.06 0.15 -0.12
H 3.2693 5.1002 -4.1536 0.16 0.07 -0.20
H 1.1797 4.8509 -2.8183 0.27 -0.11 -0.13
H 1.5186 -4.3449 -2.9165 0.23 -0.02 0.00
H 3.8320 -5.2602 -2.7988 -0.25 0.22 0.41
H 5.1741 -4.9940 -0.7118 -0.44 0.16 -0.04
H 4.1751 -3.8484 1.2633 -0.10 -0.04 -0.08
H 1.8381 -2.9720 1.1540 0.26 -0.08 0.03
H -2.0824 -2.2814 1.0723 -0.24 0.17 0.17
H -4.0481 -3.6577 1.7965 0.46 -0.31 -0.40
H -4.3545 -5.9576 0.8753 0.50 0.45 -0.08
H -2.7032 -6.8894 -0.7417 -0.07 -0.57 -0.13
H -0.7765 -5.5128 -1.4776 0.23 -0.13 -0.24
H -2.5860 -2.7059 -2.4309 0.54 0.55 -0.65
H -3.1617 -1.7519 -4.6581 0.11 0.17 0.07
H -1.4052 -0.8645 -6.1960 0.09 -0.12 0.69
H 0.9649 -0.8469 -5.4472 -0.20 -0.10 0.32
H 1.5484 -1.7117 -3.1861 -0.51 -0.17 -0.38
H 0.9283 1.6976 -0.1811 -0.14 1.69 -1.05
H 0.1595 -1.6090 -0.3051 -0.64 -0.77 0.10
O 0.6319 -1.1201 2.2585 -1.26 1.70 2.39
C 0.0595 -0.0895 2.7712 -0.09 0.10 -0.69
O -0.4099 0.8726 1.8974 -0.31 -1.27 5.70
C -0.0404 0.0574 4.3111 0.40 -0.88 1.52
C -0.7581 1.0931 4.9210 -0.56 0.72 0.73
C -0.8987 1.2799 6.3453 1.62 -2.03 -1.50
C -0.2214 0.3807 7.2150 -0.77 0.14 -0.44
C 0.5146 -0.6932 6.6818 -0.76 0.98 -2.76
C 0.5778 -0.8777 5.2288 -0.38 1.57 1.59
N 1.2384 -1.6247 7.5789 1.65 -2.18 1.95
O 1.1799 -1.4968 8.8219 -0.58 0.65 -2.95
O 1.9179 -2.5418 7.0665 -1.59 2.08 0.10
N -1.7070 2.3864 6.8685 -1.80 2.68 0.95
O -2.2290 3.1684 6.0354 1.32 -1.96 1.19
O -1.8595 2.5515 8.0985 0.90 -1.21 -2.67
H -1.2449 1.7749 4.2415 -0.20 0.34 0.18
H -0.3614 0.4756 8.2872 0.24 0.08 -0.05
H 1.1815 -1.6815 4.9024 0.40 -0.79 -0.49
```
Forces are in eV/Å.

Values from the calculation:
Total charge   +2
Frontier orbital gap   7.33 eV
E_LUMO   -6.25 eV



# 2
This record from the OMol25 dataset describes a molecular structure, C43H66MoN5O4. The level of theory is wB97M-V/def2-TZVPD.

```
119
Properties=species:S:1:pos:R:3:forces:R:3
Mo 0.1463 0.1016 0.2029 -0.53 -0.29 0.60
C 0.2232 0.9607 3.4440 0.03 -0.04 0.05
N 0.5534 -0.2617 2.6935 -0.05 0.01 -0.05
C 1.9024 -0.6931 3.0845 0.02 -0.01 -0.06
C -0.3728 -1.3521 3.0550 0.08 0.00 -0.02
C -1.7095 -1.1807 2.3853 -0.08 -0.02 -0.01
N -1.6206 -1.1068 0.9071 0.15 0.16 -0.23
C -2.8551 -0.4423 0.3847 0.04 0.14 0.03
C -3.1586 0.9176 0.9684 0.07 -0.21 -0.07
C -4.4479 1.1642 1.4132 -0.06 -0.13 0.00
C -4.8403 2.4161 1.8659 -0.04 0.02 0.01
C -3.8911 3.4285 1.8106 -0.01 0.06 -0.06
C -2.5829 3.2433 1.3623 0.04 0.12 0.05
C -2.2063 1.9428 0.9936 0.17 -0.19 -0.02
O -0.9061 1.6530 0.6653 -0.06 0.15 -0.13
C -1.6417 4.4463 1.2021 -0.04 0.00 0.06
C -0.3662 4.2659 2.0354 0.01 0.04 0.06
C -2.2818 5.7620 1.6596 -0.04 -0.02 0.03
C -1.3184 4.6109 -0.2933 0.02 0.00 0.00
C -6.2698 2.6400 2.3642 0.04 0.00 -0.01
C -6.5513 1.6941 3.5401 0.01 -0.02 0.02
C -6.4978 4.0766 2.8370 0.02 0.02 0.00
C -7.2563 2.3425 1.2260 0.00 -0.01 -0.04
C -1.5741 -2.4706 0.2997 0.17 -0.01 0.13
C -0.3774 -3.3367 0.6220 -0.22 0.23 -0.02
C -0.5901 -4.6119 1.1035 -0.08 -0.09 0.05
C 0.4669 -5.4964 1.3081 0.01 -0.01 0.00
C 1.7256 -5.0622 0.9248 0.00 -0.08 -0.04
C 1.9948 -3.7924 0.4015 0.26 -0.07 -0.05
C 0.9283 -2.8977 0.3503 -0.31 0.31 -0.07
O 1.1129 -1.5748 0.0788 0.31 0.04 0.09
C 3.4171 -3.4802 -0.1080 -0.01 0.02 0.05
C 3.3848 -2.5436 -1.3263 0.08 0.01 -0.03
C 4.2887 -2.8781 1.0154 -0.01 -0.04 -0.01
C 4.1124 -4.7697 -0.5883 -0.08 -0.01 0.08
C 0.2042 -6.8877 1.8843 0.02 0.01 0.00
C -0.7361 -7.6561 0.9457 -0.03 -0.01 -0.04
C 1.4913 -7.6980 2.0481 0.02 0.00 -0.01
C -0.4569 -6.7485 3.2623 0.00 0.02 0.05
H 0.2991 0.7769 4.5222 0.00 0.00 0.00
H -0.7796 1.3077 3.2103 -0.03 0.01 -0.02
H 0.9245 1.7470 3.1751 0.02 0.05 -0.03
H 1.9163 -0.9948 4.1380 0.00 0.00 0.01
H 2.6067 0.1264 2.9618 0.04 0.04 -0.03
H 2.2117 -1.5398 2.4723 -0.01 0.02 0.01
H -0.5190 -1.3753 4.1417 0.01 0.00 0.05
H 0.0869 -2.2952 2.7688 0.01 -0.01 0.00
H -2.1811 -0.2640 2.7336 -0.03 0.03 0.01
H -2.3726 -2.0066 2.6591 -0.04 -0.04 0.01
H -3.7017 -1.1049 0.5846 -0.07 -0.02 0.02
H -2.7352 -0.3840 -0.6962 -0.01 0.01 -0.02
H -5.1615 0.3452 1.3958 0.05 0.05 0.00
H -4.1855 4.4195 2.1164 0.02 -0.01 0.00
H -0.6149 4.1949 3.0982 0.01 0.02 -0.04
H 0.2935 5.1291 1.9029 -0.04 -0.04 0.01
H 0.1746 3.3694 1.7541 -0.04 0.02 0.12
H -2.5086 5.7573 2.7286 -0.01 -0.01 -0.04
H -3.1969 5.9861 1.1082 0.04 0.01 0.01
H -1.5789 6.5774 1.4756 -0.02 -0.03 0.01
H -0.9949 3.6782 -0.7530 0.07 -0.04 -0.01
H -0.5422 5.3696 -0.4330 -0.03 -0.04 0.00
H -2.2086 4.9420 -0.8324 0.02 -0.01 0.01
H -5.8631 1.8875 4.3666 -0.02 -0.01 -0.02
H -6.4486 0.6460 3.2501 0.00 0.04 0.01
H -7.5712 1.8404 3.9038 0.04 -0.01 -0.01
H -5.8275 4.3450 3.6578 -0.03 -0.01 -0.03
H -7.5222 4.1792 3.1994 0.03 0.00 -0.01
H -6.3615 4.7974 2.0266 -0.01 -0.03 0.04
H -7.1773 1.3087 0.8824 0.00 0.04 0.01
H -7.0713 2.9979 0.3719 -0.01 -0.02 0.02
H -8.2818 2.5042 1.5660 0.03 -0.01 -0.01
H -1.6347 -2.3114 -0.7724 -0.01 -0.02 -0.10
H -2.4819 -2.9991 0.6050 -0.03 -0.04 0.04
H -1.6094 -4.9200 1.3187 0.06 0.01 -0.01
H 2.5486 -5.7511 1.0205 0.04 -0.01 -0.01
H 2.9936 -1.5546 -1.0991 0.05 -0.11 -0.03
H 2.7647 -2.9724 -2.1179 0.03 -0.02 0.01
H 4.3964 -2.4318 -1.7220 0.01 -0.01 -0.01
H 4.1841 -1.7958 1.0849 -0.06 -0.01 0.07
H 5.3463 -3.0847 0.8318 -0.05 0.04 -0.04
H 4.0341 -3.3051 1.9885 0.04 -0.03 -0.06
H 3.4835 -5.3232 -1.2884 0.02 0.01 0.01
H 4.3846 -5.4353 0.2323 -0.03 0.03 -0.01
H 5.0391 -4.5015 -1.0978 -0.02 0.00 0.00
H -0.2985 -7.7473 -0.0512 -0.02 -0.01 0.03
H -1.7038 -7.1590 0.8467 0.05 -0.02 0.00
H -0.9158 -8.6614 1.3343 0.00 0.04 -0.01
H 1.9794 -7.8841 1.0876 -0.02 0.01 0.05
H 1.2546 -8.6680 2.4899 0.01 0.04 -0.02
H 2.2036 -7.1979 2.7099 -0.03 -0.02 -0.03
H -1.3984 -6.1971 3.2066 0.04 -0.03 0.00
H 0.2043 -6.2245 3.9577 -0.03 -0.02 -0.02
H -0.6736 -7.7360 3.6767 0.01 0.04 -0.01
N -1.1276 -1.7897 -4.4982 0.05 0.00 0.07
C -1.0203 -1.2185 -3.2776 -0.02 0.00 -0.08
O -1.9553 -1.2149 -2.4893 -0.04 0.03 -0.07
C 0.3175 -0.6044 -2.9427 0.05 0.00 0.06
C 0.2449 0.5213 -1.9064 -0.16 -0.15 -0.08
H -1.9912 -2.2423 -4.7477 0.01 0.01 0.01
H -0.3699 -1.7848 -5.1569 -0.02 0.01 0.02
H 0.7697 -0.2368 -3.8680 0.03 0.00 -0.01
H 0.9668 -1.4119 -2.5837 -0.06 0.00 -0.04
H -0.6013 1.1839 -2.1245 -0.03 -0.06 -0.01
H 1.1471 1.1214 -2.0411 0.00 0.08 0.01
N 6.6824 3.2354 0.2222 -0.01 -0.06 -0.04
C 5.4695 3.8008 0.4401 -0.06 -0.08 0.00
O 5.3118 4.9679 0.7142 0.00 0.08 0.03
C 4.2673 2.8808 0.3616 0.32 0.17 -0.01
C 4.3230 1.5094 0.5065 0.03 -0.42 0.06
C 3.1466 0.7811 0.4529 0.47 -0.19 0.06
N 1.9585 1.3433 0.2622 -0.08 -0.12 -0.09
C 1.9080 2.6654 0.1021 0.02 0.45 -0.11
C 3.0334 3.4639 0.1606 -0.37 0.23 -0.09
H 7.4743 3.8575 0.2022 0.00 0.00 0.00
H 6.7776 2.3454 -0.2344 -0.01 0.03 0.03
H 5.2536 0.9871 0.6898 -0.04 0.00 -0.01
H 3.1383 -0.2904 0.5588 0.04 -0.05 0.03
H 0.9293 3.0791 -0.0708 -0.05 0.07 -0.08
H 2.9626 4.5386 0.0526 -0.04 -0.06 0.01
```
Forces are in eV/Å.

Values from the calculation:
Expectation value of S²   2.018
Total charge   +1
Multiplicity   3
Frontier orbital gap (alpha / beta)   7.20 / 7.29 eV
E_LUMO (alpha / beta)   -3.15 / -3.15 eV



# 3
This record from the OMol25 dataset describes a gas-phase ion, C6H14NO (charge +1) at a distorted geometry. The level of theory is wB97M-V/def2-TZVPD.

```
22
Properties=species:S:1:pos:R:3:forces:R:3
C 0.2216 -2.0670 0.6119 1.90 1.99 0.34
C 0.7561 -0.9241 -1.5486 -0.33 1.60 -1.94
C 1.5779 0.1017 0.4998 -0.21 -0.99 -0.74
C -1.3589 2.4922 0.5064 1.52 0.66 -0.75
C -1.0068 0.0868 0.2779 1.83 -2.13 -0.08
C 0.4100 -0.6714 -0.1148 0.23 0.36 1.57
N -1.2969 1.3130 -0.3395 -0.28 -1.99 1.94
O -1.4191 1.2667 -1.5013 -0.48 1.64 -1.61
H 0.3452 -2.1061 1.7129 -0.44 0.52 -0.55
H -0.6924 -2.4409 0.2792 -1.39 -1.19 -0.33
H 1.0642 -2.6208 0.2394 0.11 -0.73 -0.27
H 0.3384 -0.1278 -2.3228 1.56 -1.09 1.68
H 1.8732 -1.0977 -1.5528 -1.23 0.60 -0.54
H 0.3160 -1.7986 -1.9479 -0.59 -1.23 -0.17
H 2.0490 0.8835 -0.0614 -0.01 0.29 -0.93
H 2.3390 -0.6182 0.7533 0.39 -0.12 0.24
H 1.2085 0.5564 1.3432 -0.39 0.97 2.56
H -2.1794 3.0967 0.2596 -1.03 0.90 -0.89
H -0.4159 2.9163 0.1390 -0.08 0.91 0.63
H -1.3768 2.3585 1.5803 0.32 -0.85 -0.09
H -1.1147 0.0303 1.3375 0.05 0.66 0.67
H -1.6382 -0.6296 -0.1511 -1.43 -0.77 -0.75
```
Forces are in eV/Å.

Values from the calculation:
Total charge   +1
Frontier orbital gap   8.91 eV
SMILES string   C[N+](=O)CC(C)(C)C
E_LUMO   -6.53 eV



no.,DFT total energy (eV)
1,-83671.0967
2,-63157.2160
3,-9975.8584